Molecular formula: C32H45FI2N6O8S
Method: DFT, ωB97M-V/def2-TZVPD

Last column: Mulliken charge in e.
Element x y z (Å)
C: 5.175 -0.741 1.007  -0.717
C: 3.836 -0.482 0.102  -0.092
N: 3.590 -1.502 -0.994  -0.302
C: 2.079 -1.797 -0.878  -0.646
C: 1.667 -3.175 -0.093  0.696
C: 2.686 -4.294 0.536  -0.980
C: 2.691 -4.319 2.208  -0.236
F: 2.093 -3.036 2.641  -0.321
C: 0.048 -3.471 0.084  -0.703
C: -1.037 -2.383 -0.522  0.332
C: -0.667 -1.015 -1.349  -0.356
C: 0.972 -0.725 -1.530  0.313
C: 1.610 0.565 -2.315  -0.384
C: 0.884 0.786 -3.806  0.051
O: 1.256 1.895 -4.501  -0.549
N: -1.622 0.005 -1.906  0.754
C: -1.814 1.016 -0.763  -0.358
C: -0.983 2.412 -0.961  0.280
O: -0.691 3.022 -2.112  -0.432
O: -0.476 3.074 0.279  -0.502
C: -3.004 -0.515 -2.181  -0.138
C: -3.763 -1.793 -1.500  0.290
C: -5.323 -2.277 -1.839  -0.584
C: -6.210 -1.417 -2.923  0.225
O: -7.626 -1.775 -3.246  -0.080
N: -7.679 -2.908 -3.968  0.077
O: -8.818 -3.072 -4.440  -0.348
C: -5.477 -0.115 -3.623  0.562
C: -6.432 0.754 -4.685  -0.835
C: -6.904 2.097 -3.838  -0.406
C: -7.429 1.782 -2.316  -0.715
I: -8.159 3.716 -1.475  -0.065
C: -3.905 0.353 -3.293  -0.569
I: -3.184 2.108 -4.388  0.058
S: -2.869 -2.824 -0.198  -0.331
H: 5.442 0.305 1.517  0.252
H: 4.966 -1.475 1.925  0.089
H: 6.117 -1.110 0.421  0.209
H: 2.910 -0.558 0.852  0.229
H: 3.867 0.617 -0.317  0.221
H: 4.151 -2.372 -0.871  0.420
H: 3.775 -4.278 0.110  0.289
H: 2.236 -5.357 0.230  0.361
H: 2.006 -5.223 2.578  0.298
H: 3.768 -4.531 2.617  0.270
H: -0.296 -4.433 0.655  0.205
H: 1.578 1.574 -1.676  0.149
H: 2.767 0.432 -2.582  0.345
H: 0.045 0.037 -4.209  0.239
H: -2.968 1.185 -0.579  0.504
H: -1.384 0.499 0.215  0.379
H: 0.518 3.197 0.076  0.399
H: -5.840 -3.204 -1.294  0.235
H: -5.865 1.056 -5.663  0.289
H: -7.394 0.164 -4.999  0.301
H: -6.089 2.933 -3.775  0.292
H: -7.829 2.580 -4.415  0.386
H: -8.324 1.024 -2.327  0.343
H: -6.587 1.429 -1.567  0.332
C: 10.949 -0.084 -0.335  -0.930
N: 9.737 -0.175 0.443  -0.060
C: 8.638 0.632 0.395  0.791
C: 8.642 1.777 -0.579  -1.519
O: 7.684 0.408 1.137  -0.529
H: 11.068 -1.020 -0.886  0.301
H: 11.787 0.034 0.356  0.303
H: 10.933 0.752 -1.035  0.354
H: 9.656 -0.922 1.124  0.175
H: 7.699 2.326 -0.499  0.307
H: 9.461 2.463 -0.348  0.389
H: 8.736 1.400 -1.601  0.390
C: -11.497 4.279 0.720  -0.867
N: -10.831 3.154 1.332  -0.050
C: -11.282 2.350 2.338  0.770
C: -12.641 2.631 2.916  -1.193
O: -10.578 1.428 2.743  -0.656
H: -11.601 4.071 -0.348  0.279
H: -10.865 5.160 0.853  0.278
H: -12.481 4.468 1.152  0.345
H: -9.909 2.900 0.998  0.128
H: -12.857 1.907 3.706  0.279
H: -12.663 3.634 3.351  0.337
H: -13.405 2.535 2.140  0.335
C: 6.766 -0.651 4.990  -0.889
N: 7.958 -0.822 4.193  0.000
C: 9.239 -1.015 4.620  0.950
C: 9.494 -1.065 6.100  -1.337
O: 10.143 -1.143 3.796  -0.636
H: 6.064 -1.444 4.723  0.257
H: 6.326 0.317 4.737  0.266
H: 6.971 -0.689 6.060  0.390
H: 7.870 -0.801 3.184  0.011
H: 10.561 -1.225 6.280  0.309
H: 9.204 -0.117 6.562  0.348
H: 8.940 -1.894 6.548  0.345

Output
**Total charge**: 0
**Gap between HOMO and LUMO**: 7.2 eV
**Strongest force on any atom**: 8.786 eV/Å
**SMILES string**: CCNc1c(CCF)cc2c(c1CC=O)N(CC(=O)O)c1c(cc(ON=O)c(CCCI)c1I)S2.CNC(C)=O.CNC(C)=O.CNC(C)=O

---

Molecular formula: C5H12N2S
Method: DFT, ωB97M-V/def2-TZVPD

Last column: Mulliken charge in e.
Element x y z (Å)
C: -1.999 -0.927 0.595  -1.480
C: -0.681 -0.195 0.798  0.090
C: 0.711 -0.879 0.556  -0.289
N: 1.463 -1.389 1.671  -0.697
C: 1.178 0.417 -0.150  0.304
N: 1.832 1.324 0.776  -0.743
C: -0.360 0.783 -0.337  -0.548
S: -1.058 0.375 -1.947  -0.244
H: -2.771 -0.163 0.452  0.371
H: -2.259 -1.494 1.523  0.387
H: -1.952 -1.555 -0.313  0.323
H: -0.689 0.359 1.773  0.230
H: 0.578 -1.670 -0.213  0.271
H: 1.527 -0.681 2.380  0.273
H: 0.986 -2.204 2.029  0.272
H: 1.763 0.267 -1.079  0.421
H: 1.915 2.228 0.384  0.193
H: 2.738 0.951 1.001  0.242
H: -0.601 1.818 -0.099  0.496
H: -0.475 1.410 -2.595  0.129

Output
**Total charge**: 0
**Gap between HOMO and LUMO**: 9.6 eV
**Strongest force on any atom**: 1.779 eV/Å
**SMILES string**: C[C@H]1[C@H](N)[C@H](N)[C@H]1S